C33H27ClN4O6SSbTi | ωB97M-V/def2-TZVPD

Last column: Löwdin charge in e.
CARTESIAN COORDINATES (ANGSTROEM)
Ti  0.077  1.940  0.447  0.721
O  -0.850  -0.859  3.330  0.088
C  -0.821  -0.158  2.341  -0.570
O  0.147  0.637  1.980  -0.173
C  -1.972  -0.128  1.352  -0.165
C  -3.194  -0.762  1.452  0.031
C  -4.142  -0.491  0.468  -0.028
C  -3.857  0.389  -0.568  0.022
C  -2.598  0.961  -0.596  -0.176
N  -1.709  0.674  0.334  0.047
C  -2.050  1.952  -1.603  -0.537
O  -2.692  2.296  -2.569  0.093
O  -0.839  2.333  -1.294  -0.176
H  -3.392  -1.417  2.288  0.123
H  -5.119  -0.955  0.524  0.107
H  -4.575  0.640  -1.335  0.126
N  2.969  1.028  0.890  -0.045
N  3.077  1.776  -0.317  -0.191
C  1.882  2.584  -0.507  -1.011
N  1.819  3.020  -1.883  -0.007
S  1.509  3.759  0.781  0.624
H  3.010  1.630  1.712  0.053
H  3.727  0.357  0.917  0.080
H  3.886  2.394  -0.271  0.104
H  2.337  3.884  -2.009  0.067
H  0.851  3.209  -2.123  0.048
Cl  -0.887  2.170  8.088  0.620
C  -1.271  2.371  6.394  -0.664
C  -0.262  2.703  5.507  -0.093
C  -0.571  2.857  4.165  -0.007
C  -1.876  2.685  3.720  -0.124
C  -2.872  2.353  4.630  -0.012
C  -2.578  2.192  5.974  -0.107
C  -2.238  2.829  2.256  -0.571
O  -3.409  2.728  1.915  0.060
O  -1.244  3.051  1.464  -0.186
H  0.751  2.828  5.863  0.103
H  0.203  3.100  3.449  0.093
H  -3.880  2.220  4.259  0.117
H  -3.344  1.927  6.690  0.098
C  4.803  -1.379  -4.005  -0.108
C  4.278  -2.387  -3.211  -0.100
C  3.198  -2.124  -2.376  -0.115
C  2.641  -0.851  -2.323  -0.339
C  3.183  0.164  -3.112  -0.139
C  4.254  -0.105  -3.954  -0.093
Sb  0.934  -0.424  -1.109  1.675
C  0.939  -2.258  -0.010  -0.351
C  1.371  -2.227  1.314  -0.126
C  1.407  -3.391  2.072  -0.077
C  1.018  -4.598  1.511  -0.096
C  0.591  -4.641  0.190  -0.094
C  0.549  -3.477  -0.565  -0.144
C  -0.531  -0.972  -2.572  -0.346
C  -1.699  -1.641  -2.215  -0.148
C  -2.688  -1.891  -3.157  -0.089
C  -2.525  -1.461  -4.466  -0.093
C  -1.371  -0.782  -4.829  -0.085
C  -0.381  -0.539  -3.888  -0.109
H  5.644  -1.584  -4.657  0.094
H  4.706  -3.382  -3.239  0.096
H  2.797  -2.922  -1.762  0.082
H  2.787  1.170  -3.037  0.066
H  4.669  0.688  -4.564  0.097
H  1.650  -1.284  1.767  0.081
H  1.719  -3.344  3.107  0.106
H  1.037  -5.504  2.104  0.096
H  0.283  -5.581  -0.252  0.097
H  0.211  -3.522  -1.594  0.096
H  -1.847  -1.971  -1.192  0.096
H  -3.593  -2.410  -2.863  0.101
H  -3.302  -1.643  -5.198  0.096
H  -1.245  -0.431  -5.845  0.100
H  0.513  -0.003  -4.185  0.095

Output
gap between HOMO and LUMO	7.69	eV
largest force on an atom	0.240	eV/A
energy	-105922.0917	eV
spin multiplicity	1
HOMO energy	-0.1922	hartree
charge	-1